The following is a quantum chemistry calculation of a structure of composition C34H45CdF4N2O2S5SbSi3 at a distorted geometry, from the Open Molecules 2025 dataset.

```
97
Properties=species:S:1:pos:R:3:forces:R:3
Cd -0.5378 -0.6561 1.0916 0.2 0.2 0.0
C 3.8114 1.3532 -1.2215 0.0 0.0 0.0
Sb 1.8686 0.4263 -1.5072 -0.2 0.0 0.0
C 1.6383 -0.3884 0.4645 -0.1 0.6 0.5
C 2.1013 0.5776 1.5136 0.1 0.0 -0.1
C 2.5323 0.1594 2.7916 0.0 0.0 -0.1
C 2.9078 1.0844 3.7406 0.0 -0.1 0.0
C 2.8726 2.4411 3.4362 0.0 -0.1 0.0
C 2.4698 2.7819 2.1619 0.0 -0.2 -0.3
N 2.1078 1.8977 1.2291 0.5 -0.2 0.1
Si 2.3541 -2.1232 0.4689 0.1 0.0 0.0
C 4.2353 -2.0206 0.5218 0.3 0.1 0.1
C 1.7401 -3.1985 1.8689 -0.1 0.0 0.3
C 1.9185 -3.0633 -1.0886 -0.1 -0.1 -0.1
C 0.5658 2.2768 -1.7736 0.0 -0.3 0.8
C 0.0956 2.9094 -0.4704 -0.1 0.0 0.1
C 0.1361 4.2977 -0.2621 0.1 -0.1 -0.2
C -0.2830 4.8461 0.9394 0.0 0.0 0.0
C -0.7713 4.0120 1.9287 0.2 0.2 -0.3
C -0.8600 2.6627 1.6348 -0.5 0.3 -0.6
N -0.4509 2.1238 0.4800 -0.3 0.1 -0.4
Si 1.5395 3.4221 -2.8907 0.0 0.2 -0.1
C 0.4430 4.7112 -3.7339 -0.3 0.2 -0.1
C 2.8828 4.3901 -1.9877 0.2 0.1 0.3
C 2.3960 2.5189 -4.3014 0.1 -0.2 -0.2
Si -0.9554 1.5401 -2.6426 -0.1 0.0 -0.2
C -1.4858 -0.1575 -2.0930 0.3 -0.1 0.0
C -2.3742 2.7521 -2.4462 -0.2 0.2 0.1
C -0.6492 1.3251 -4.4877 0.1 0.1 -0.3
H 4.3632 0.7066 -0.5338 -0.1 0.0 -0.1
H 3.7241 2.3410 -0.7804 0.1 -0.2 0.1
H 4.3382 1.4006 -2.1800 0.0 0.0 0.1
H 2.5323 -0.8929 3.0318 0.0 0.0 0.1
H 3.2106 0.7540 4.7269 0.0 0.0 0.0
H 3.1458 3.1950 4.1606 0.0 0.0 0.0
H 2.4317 3.8270 1.8582 0.0 -0.1 0.0
H 4.5837 -1.3719 1.3413 -0.1 -0.2 -0.2
H 4.6080 -1.5984 -0.4231 0.0 -0.1 0.2
H 4.6858 -3.0142 0.6539 -0.1 0.2 0.0
H 1.8193 -2.7494 2.8652 -0.1 -0.2 -0.2
H 2.2844 -4.1511 1.8687 -0.1 0.1 0.0
H 0.6776 -3.4248 1.6964 0.1 0.0 0.1
H 2.3018 -2.5969 -1.9989 0.0 -0.1 0.0
H 0.8291 -3.1715 -1.1741 0.1 0.0 -0.1
H 2.3369 -4.0778 -1.0161 -0.1 0.2 0.0
H 0.4898 4.9562 -1.0472 0.0 -0.1 0.2
H -0.2366 5.9204 1.0918 0.0 0.0 0.0
H -1.0882 4.3809 2.8957 0.0 0.0 0.0
H -1.2795 1.9826 2.3721 0.1 0.7 -1.0
H -0.2302 5.2224 -3.0311 0.2 -0.1 -0.2
H -0.1862 4.2547 -4.5096 0.1 0.1 0.2
H 1.0711 5.4748 -4.2147 -0.1 -0.1 0.1
H 2.6847 4.4716 -0.9103 0.1 0.0 -0.3
H 2.9582 5.4046 -2.4023 0.0 -0.1 0.1
H 3.8547 3.8980 -2.1096 -0.2 0.2 0.0
H 1.7259 2.3784 -5.1585 0.2 0.0 0.2
H 2.7505 1.5259 -3.9955 0.0 0.2 -0.2
H 3.2668 3.0997 -4.6371 -0.2 -0.1 0.1
H -1.5823 -0.2600 -1.0098 0.2 -0.1 -0.7
H -0.7770 -0.9158 -2.4433 -0.1 0.0 0.0
H -2.4670 -0.3855 -2.5272 0.1 0.0 0.1
H -2.4668 3.0921 -1.4054 0.0 -0.1 -0.2
H -3.3237 2.2824 -2.7355 0.1 0.1 0.0
H -2.2157 3.6373 -3.0791 -0.1 -0.2 0.1
H 0.2013 0.6499 -4.6563 -0.2 0.1 0.0
H -0.4562 2.2660 -5.0199 -0.1 -0.3 0.1
H -1.5412 0.8606 -4.9304 0.1 0.1 0.1
F -6.8086 -1.2034 0.5824 -0.4 0.0 0.0
C -5.4596 -1.0894 0.6724 0.2 0.0 0.0
C -4.7582 -2.0274 1.3935 0.0 -0.1 0.1
C -3.3739 -1.8979 1.4768 0.0 0.1 0.0
C -2.6808 -0.8520 0.8599 -0.1 -0.1 0.2
C -3.4507 0.0631 0.1381 -0.4 0.0 0.3
C -4.8375 -0.0416 0.0335 0.2 0.1 0.0
H -5.2850 -2.8469 1.8716 0.0 0.1 0.0
H -2.8290 -2.6510 2.0324 0.0 0.0 0.0
H -2.9711 0.8871 -0.3777 -0.1 0.1 0.2
H -5.4235 0.6684 -0.5386 0.0 0.0 0.0
F 0.5674 0.8948 5.8170 -0.2 -0.1 0.1
C -0.4116 0.0060 5.5176 0.0 -0.1 -0.1
F -0.0806 -1.1630 6.0927 0.0 0.3 0.1
F -1.5405 0.4432 6.1073 0.1 0.0 0.1
C -0.5812 -0.0980 3.9813 0.3 -0.6 -0.2
O -1.1109 0.8959 3.4580 0.3 -1.9 1.3
O -0.1213 -1.1517 3.4649 -0.5 1.0 0.0
C -4.7067 -6.0483 0.9126 0.0 0.0 0.0
S -4.1690 -6.8973 -0.5930 0.0 0.0 -0.1
C -2.4494 -7.0509 -0.3060 -0.1 0.0 0.0
C -1.5520 -6.0199 -0.2164 0.0 -0.2 -0.1
S -1.8054 -4.3439 -0.3656 0.1 -0.1 0.1
S 0.0893 -6.6285 0.1016 0.0 0.3 0.0
C -0.1936 -8.3218 0.1079 -0.1 0.0 0.0
S 0.9862 -9.4771 0.3252 0.0 0.0 0.0
S -1.8467 -8.6832 -0.1217 0.0 0.0 0.0
H -5.7769 -5.8532 0.7938 0.1 0.0 0.1
H -4.1598 -5.1068 0.9952 -0.1 -0.1 0.0
H -4.5340 -6.6796 1.7848 0.0 0.1 0.0
```
Forces are in eV/Å.

Computed properties:
Net charge   -2
Total energy   -5249.64600 a.u.
LUMO energy   3.85 eV
Orbital gap   6.04 eV
Multiplicity   1
Relative energy (zero: lowest compared OMol25 entry of this formula, charge and spin)   0.2343 eV